Entry 1:
Computed, not measured: a structure of composition CH24AgO15, with ωB97M-V with the def2-TZVPD basis set.

XYZ file:
```
41
Properties=species:S:1:pos:R:3:forces:R:3:nbo_charge:R:1
Ag -20.314000 3.956000 -8.294000 0.48 -0.48 0.46 0.937
C -20.619000 6.426000 -9.453000 3.51 -2.82 -2.36 0.979
O -19.535000 5.603000 -9.554000 -1.82 0.95 0.58 -0.978
O -20.410000 7.622000 -9.763000 -1.64 -0.46 0.99 -0.813
O -21.701000 5.791000 -9.305000 0.17 0.85 1.26 -0.851
O -23.049000 4.570000 -11.224000 -0.35 -0.49 -0.23 -0.965
H -22.591000 4.997000 -10.494000 0.11 -0.22 0.11 0.481
H -23.277000 5.323000 -11.767000 0.00 0.14 -0.44 0.466
O -18.543000 9.293000 -9.489000 0.04 -1.79 0.67 -1.012
H -18.878000 10.103000 -9.819000 -0.62 1.06 -0.43 0.467
H -19.262000 8.588000 -9.629000 1.34 1.51 0.18 0.491
O -23.851000 7.017000 -9.297000 -2.23 1.39 -1.06 -0.987
H -22.988000 6.609000 -9.362000 0.35 -0.19 -0.27 0.473
H -24.123000 7.318000 -10.200000 0.57 -0.47 1.28 0.459
O -17.874000 7.314000 -11.513000 1.74 -0.55 -1.90 -0.930
H -18.493000 6.994000 -10.894000 -1.29 -0.25 1.15 0.464
H -17.329000 6.504000 -11.644000 -0.50 0.98 -0.07 0.460
O -21.847000 5.093000 -6.672000 1.20 -2.30 -0.85 -0.991
H -21.868000 5.506000 -7.532000 -0.67 0.71 -0.42 0.486
H -22.318000 5.618000 -6.078000 -1.05 1.42 1.37 0.491
O -21.439000 7.015000 -12.201000 0.31 0.16 -2.51 -0.945
H -20.564000 7.066000 -12.629000 -0.57 -0.02 -0.53 0.474
H -21.102000 6.947000 -11.342000 0.05 0.14 2.16 0.461
O -21.844000 8.061000 -7.311000 -0.67 0.87 2.06 -0.944
H -21.567000 7.688000 -8.116000 0.16 -0.32 -1.79 0.473
H -21.850000 9.009000 -7.475000 -0.03 0.02 -0.01 0.488
O -17.432000 4.176000 -7.736000 -2.08 -0.87 3.76 -0.969
H -16.987000 3.478000 -8.109000 1.62 -1.98 -1.75 0.460
H -17.525000 4.933000 -8.249000 0.47 2.47 -1.66 0.502
O -19.509000 7.004000 -6.351000 -0.16 -0.15 0.48 -0.975
H -20.371000 7.349000 -6.630000 0.05 0.21 0.28 0.480
H -18.996000 6.978000 -7.152000 0.66 -0.08 -0.46 0.465
O -21.586000 9.989000 -10.363000 -0.35 1.89 -0.99 -0.979
H -21.326000 10.044000 -11.304000 -0.20 -0.44 0.91 0.471
H -21.337000 9.139000 -10.034000 0.33 -1.18 -0.08 0.492
O -18.604000 4.211000 -11.550000 0.85 -1.20 -1.63 -0.956
H -17.729000 4.171000 -11.179000 0.65 -0.19 0.06 0.447
H -19.077000 4.655000 -10.874000 -1.27 1.00 1.17 0.488
O -17.434000 6.593000 -8.809000 0.62 1.52 0.77 -1.052
H -17.491000 7.573000 -8.617000 0.04 -1.51 -0.71 0.512
H -18.272000 6.279000 -9.252000 0.19 0.64 0.43 0.478
```
Positions in Å, forces in eV/Å.

As for the HOMO-LUMO gap: 0.3297 Eh. Its total energy is -1328.149187 Ha. Its total charge is -1. The HOMO energy is -7.24 eV. As for the energy above the lowest of the compared OMol25 structures with the same formula, charge and spin: 0.000 eV.


Entry 2:
Computed, not measured: a cluster of 12 separate species, CH25NO11 in total, with ωB97M-V with the def2-TZVPD basis set.

XYZ file:
```
38
Properties=species:S:1:pos:R:3:forces:R:3:mulliken_spin:R:1
C 3.197984 0.396355 -0.454128 -1.99 1.43 -1.56 0.111
N 2.571334 1.483293 -0.231874 -1.22 0.08 0.69 -0.030
H 3.027113 0.181037 -1.505233 1.35 -0.80 -0.20 -0.021
H 3.629241 -0.320420 0.211935 0.13 -0.23 0.68 -0.033
H 2.281803 1.682879 0.751345 0.95 -0.48 -0.96 -0.002
H -2.764879 0.879821 -2.768858 -7.08 -2.53 2.13 -0.004
H -1.570243 1.728607 -2.324160 0.49 1.34 2.20 -0.021
O -1.976553 1.172161 -2.932325 6.57 0.96 -4.64 0.116
H -0.538318 -1.020027 2.938673 -0.01 -2.57 -0.52 0.039
H -1.698711 -0.350357 3.898379 2.21 -0.60 -1.88 -0.057
O -0.891964 -0.232602 3.266801 -1.95 3.43 2.72 0.241
H -0.723670 -3.192944 -0.358570 -0.17 0.05 0.32 -0.149
H 0.742505 -2.964264 -0.544816 2.03 -0.48 -1.10 -0.041
O 0.031608 -2.699985 -0.008969 -1.99 0.46 1.04 0.500
H 0.539682 2.436085 -1.192063 0.97 -0.31 0.40 0.002
H -0.065383 3.005053 -2.509496 -0.22 -0.68 1.58 -0.020
O -0.293114 2.591320 -1.627592 -0.03 1.32 -1.70 0.030
H -2.062672 -2.955256 2.059579 -1.77 2.57 -0.02 0.182
H -3.112375 -1.659629 1.852378 -3.40 1.16 -3.46 0.134
O -2.471538 -2.037087 2.342110 4.81 -4.22 3.31 -0.574
H -2.137266 0.538872 1.954131 -0.06 -0.21 -0.23 -0.059
H -1.397825 1.046114 0.765828 0.10 0.16 -0.36 0.044
O -2.299562 0.881741 1.056871 -0.17 0.07 0.07 0.387
H 3.311217 1.970472 2.481299 0.96 -0.69 -0.69 0.003
H 4.198877 2.214269 1.328951 1.26 4.04 -3.94 -0.002
O 4.019752 1.581494 1.911778 -1.37 -3.26 5.54 0.029
H -0.200195 -0.116849 -2.780937 -0.62 0.74 -0.03 -0.049
H -0.577502 -1.484942 -2.266705 -1.17 -0.47 0.78 0.008
O 0.066578 -1.030903 -2.779330 1.37 -0.17 -0.67 0.086
H -4.495229 -0.544581 -1.400277 -3.35 -0.59 1.55 0.016
H -3.085957 -0.135244 -0.874683 0.06 0.20 1.43 0.007
O -3.632386 -0.384665 -1.603982 3.04 0.21 -2.63 -0.042
H 2.282012 -2.865402 -2.339640 0.07 -3.21 -3.77 0.011
H 1.381004 -1.629966 -1.882307 1.94 -1.52 -0.39 -0.038
O 2.209806 -2.241525 -1.714018 -1.64 4.59 3.87 0.033
H 0.249752 0.858702 2.058102 -0.19 -0.16 1.25 -0.085
H 1.260017 1.755901 3.097231 -1.86 -1.60 -2.93 -0.058
O 0.995051 1.462462 2.124576 1.95 1.97 2.14 0.302
```
Positions in Å, forces in eV/Å.

As for the HOMO-LUMO gap (alpha / beta): 0.0924 / 0.3460 Eh. As for the multiplicity: 2. Its total energy is -935.339953 Ha. Its total charge is -1. The HOMO energy (alpha / beta) is 0.28 / -6.71 eV. The expectation value of S² is 0.751.


Entry 3:
Computed, not measured: a cluster of 11 separate species, CH25O13 in total, with ωB97M-V with the def2-TZVPD basis set.

XYZ file:
```
39
Properties=species:S:1:pos:R:3:forces:R:3:nbo_charge:R:1
O 8.881247 23.638110 16.503514 0.09 -0.01 0.35 -0.788
H 8.804704 22.578132 16.432353 0.03 -1.01 -0.21 0.545
H 8.519602 23.954163 17.354494 -0.13 0.26 -0.19 0.557
H 9.808841 23.933061 16.455175 -0.08 0.20 -0.20 0.555
O 12.012918 22.026966 13.977095 -0.32 -0.17 -0.41 -0.809
H 11.609463 22.656068 13.341738 0.06 -0.09 -0.17 0.586
H 12.634782 22.440010 14.592307 0.08 0.12 -0.15 0.551
H 11.300520 21.352023 14.367711 -0.24 -0.02 0.36 0.559
O 6.245757 20.942527 17.760434 0.00 0.21 -0.02 -0.784
H 7.032608 21.136603 17.157876 -0.23 -0.86 -0.12 0.573
H 6.472036 21.186411 18.672511 -0.35 0.00 0.11 0.537
H 6.027695 19.960065 17.751575 0.52 -0.24 -0.31 0.603
O 10.089770 20.002811 19.633987 0.34 0.00 -0.07 -0.771
H 9.325767 20.548481 19.889446 -0.10 -0.21 0.08 0.561
H 10.074466 19.682304 18.665608 -0.17 0.14 -0.74 0.581
H 10.913029 20.500436 19.805725 0.05 -0.16 0.28 0.566
O 12.754659 19.020019 16.162716 -0.41 0.07 0.26 -0.792
H 11.791325 19.249163 16.465784 -0.67 -0.25 -0.15 0.555
H 12.906558 18.051056 16.263792 0.10 0.02 -0.14 0.594
H 13.375490 19.558154 16.683944 0.45 -0.44 -0.04 0.551
C 9.703880 20.399580 16.111764 0.08 0.62 -1.22 1.040
O 8.639560 21.074172 16.448314 0.68 0.66 1.17 -0.881
O 10.282132 19.550397 16.920339 -0.07 1.25 0.43 -0.875
O 10.167821 20.601287 14.927597 0.54 0.00 1.34 -0.838
O 6.324223 21.512844 14.731286 -0.01 -0.05 0.59 -0.927
H 5.513234 22.015525 14.885688 -0.08 -0.03 -0.33 0.494
H 7.038826 22.099671 14.988505 -0.01 0.16 -0.33 0.442
O 9.183923 21.849300 12.495700 0.46 0.37 0.30 -0.963
H 8.238042 22.032152 12.453057 0.00 -0.05 -0.18 0.498
H 9.318154 21.329370 13.291988 -0.45 -0.30 0.01 0.463
O 10.124675 16.830175 16.145418 0.31 -0.13 0.45 -0.966
H 10.095757 17.723782 16.492209 -0.18 -0.13 -0.23 0.435
H 10.070039 16.928290 15.178838 -0.06 0.02 -0.03 0.512
O 10.252296 18.031142 13.714908 0.10 0.11 0.10 -0.962
H 10.307540 18.888447 14.157703 -0.16 -0.11 -0.47 0.465
H 9.625556 18.137932 12.989824 0.05 -0.08 -0.09 0.504
O 6.996323 18.379472 17.753729 0.15 0.41 0.34 -0.987
H 7.909779 18.406813 17.446645 -0.10 -0.24 -0.30 0.486
H 6.879074 17.479337 18.089115 -0.27 0.00 -0.09 0.529
```
Positions in Å, forces in eV/Å.

As for the HOMO-LUMO gap: 0.2948 Eh. Its total energy is -1030.052408 Ha. Its total charge is +3. The HOMO energy is -18.89 eV. As for the energy above the lowest of the compared OMol25 structures with the same formula, charge and spin: 0.000 eV.


Entry 4:
Computed, not measured: a cluster of 13 separate species, CH25O15 in total, with ωB97M-V with the def2-TZVPD basis set.

XYZ file:
```
41
Properties=species:S:1:pos:R:3:forces:R:3:nbo_charge:R:1
C -0.251092 0.703999 0.324203 -2.92 -0.54 0.55 0.997
O -1.449007 0.847010 0.687600 0.11 -0.32 -0.23 -0.825
O 0.021143 -0.419283 -0.377715 1.29 0.02 -0.84 -0.779
O 0.646294 1.487835 0.589914 1.47 0.08 -0.19 -0.787
H -0.780947 -0.900495 -0.637833 -0.51 -0.09 0.45 0.521
O 3.166251 2.257071 1.315227 -0.76 1.71 0.81 -0.966
H 2.247703 2.274872 0.990379 0.65 -0.03 0.34 0.489
H 3.563504 1.546144 0.859405 0.58 -1.23 -0.73 0.467
O -0.711471 3.657093 1.928438 -0.52 -0.41 0.78 -0.968
H -0.362872 2.748651 1.841687 -0.03 0.79 -0.08 0.500
H -0.244445 4.231568 1.336919 0.48 0.02 -0.55 0.456
O -0.045365 -2.429374 2.074193 -2.15 0.69 3.06 -0.959
H 0.337894 -2.617591 1.269031 1.83 -0.93 -2.95 0.477
H -0.994697 -2.580452 1.956434 0.26 0.27 0.26 0.463
O 1.830025 -2.965754 0.143375 -0.20 0.68 0.05 -1.003
H 1.301328 -2.823986 -0.654795 0.19 -0.05 -0.25 0.487
H 2.064979 -2.035669 0.400384 0.23 -0.78 -0.31 0.491
O 2.701291 -0.511610 1.087089 0.57 -0.32 -1.10 -0.939
H 1.870593 -0.060920 1.025450 -0.89 1.27 -0.73 0.489
H 2.554498 -0.875450 1.932075 0.46 -1.00 2.02 0.473
O 0.544638 -2.500943 -2.423090 0.23 -0.74 -0.07 -0.979
H 0.181605 -1.731350 -2.873821 -0.18 0.27 -0.27 0.501
H 0.628615 -3.213508 -3.072136 -0.04 0.39 0.14 0.473
O -2.111832 -2.095718 -1.061848 -0.02 2.36 -0.07 -0.942
H -1.807962 -2.811949 -0.557982 0.42 -1.77 0.80 0.483
H -2.512126 -2.380808 -1.861772 -0.28 -0.63 -0.94 0.485
O -0.605048 0.142466 -3.180810 -0.10 -0.26 -2.87 -0.958
H 0.166028 0.613156 -3.526862 -0.17 0.03 0.39 0.483
H -0.500755 0.077657 -2.264760 0.47 0.29 2.37 0.479
O -0.823356 0.963165 3.277470 -0.22 -0.07 -0.29 -0.990
H -1.157067 0.859418 2.334895 0.62 -0.06 1.37 0.492
H -0.016473 0.447916 3.426098 -0.51 0.09 -0.50 0.462
O -3.653527 -0.767399 0.850781 -1.28 -0.92 1.22 -0.965
H -2.837494 -0.300461 0.898843 1.41 0.91 0.31 0.492
H -3.864585 -0.661126 -0.056839 -0.45 -0.01 -1.24 0.455
O 2.103800 1.876219 -1.628771 -0.15 -1.88 0.07 -0.983
H 2.455683 0.976684 -1.848111 -0.21 1.20 0.10 0.455
H 1.550147 1.638164 -0.830386 0.50 0.66 -0.66 0.485
O -2.036568 2.574847 -1.316832 -2.28 1.36 -1.48 -0.973
H -1.274129 2.658188 -1.848191 1.40 -0.11 -0.42 0.462
H -1.895204 2.101723 -0.527333 0.68 -0.93 1.68 0.493
```
Positions in Å, forces in eV/Å.

As for the HOMO-LUMO gap: 0.3414 Eh. Its total energy is -1181.831509 Ha. Its total charge is -1. The HOMO energy is -7.25 eV. As for the energy above the lowest of the compared OMol25 structures with the same formula, charge and spin: 1.713 eV.


Entry 5:
Computed, not measured: a structure of composition CH2B3CuINO7P, with ωB97M-V with the def2-TZVPD basis set.

XYZ file:
```
17
Properties=species:S:1:pos:R:3:forces:R:3:nbo_charge:R:1
N 0.950465 -2.904001 1.297270 -1.55 -1.44 2.67 -0.317
C 1.710900 -2.462013 0.591380 1.28 1.86 -3.72 0.509
O 2.199539 -1.826755 -0.477306 0.10 0.33 1.09 -0.655
B 1.767744 -0.492956 -0.439119 0.65 0.54 -0.74 1.373
O 2.435602 0.508002 0.307962 -1.58 0.35 -0.36 -0.889
B 1.393593 1.354415 0.682331 0.67 -1.53 0.67 1.037
I 1.601620 3.539357 0.720508 0.05 0.10 -0.04 -0.057
O 0.186637 0.770603 1.062388 0.31 1.03 -1.34 -0.888
B -0.334549 0.143565 -0.102301 0.42 0.71 -0.16 0.725
P -2.160554 -0.463122 -0.268299 -1.51 -1.13 0.14 2.099
O -2.246036 -1.914832 -0.518755 0.70 0.44 -0.24 -1.061
O -2.803906 0.394329 -1.499460 0.55 -0.55 1.42 -0.964
O -2.897506 -0.152309 1.157666 0.87 0.50 -1.30 -0.961
O 0.620733 -0.038265 -1.127936 -0.13 -1.29 1.54 -0.867
H -3.024300 -0.288115 -2.164672 -0.13 0.32 0.16 0.531
H -2.656290 -0.913132 1.721890 -0.38 0.24 -0.12 0.523
Cu 3.256310 4.745231 -0.943547 -0.30 -0.48 0.34 0.864
```
Positions in Å, forces in eV/Å.

As for the HOMO-LUMO gap: 0.2646 Eh. Its total energy is -2974.883721 Ha. Its total charge is +1. The HOMO energy is -13.52 eV.


Entry 6:
Computed, not measured: the molecule CH2BNO2, with ωB97M-V with the def2-TZVPD basis set.

XYZ file:
```
7
Properties=species:S:1:pos:R:3:forces:R:3:nbo_charge:R:1
N -0.295289 3.867274 0.882520 -0.19 0.31 0.11 -0.313
C -0.444923 2.760514 0.623687 -0.11 -2.26 -0.77 -0.011
B -0.273765 1.146252 0.230900 1.60 2.79 0.98 1.054
O 1.061980 0.888522 0.207641 -0.22 -1.44 -0.17 -0.849
O -1.244391 0.281414 0.064281 -2.08 1.80 0.12 -0.879
H 1.149731 -0.083249 0.100778 0.51 0.78 -0.01 0.482
H -1.205722 -0.636822 -0.018209 0.49 -1.97 -0.25 0.514
```
Positions in Å, forces in eV/Å.

As for the HOMO-LUMO gap: 0.4354 Eh. Its total energy is -269.483467 Ha. The HOMO energy is -12.00 eV. As for the energy above the lowest of the compared OMol25 structures with the same formula, charge and spin: 0.004 eV.